# 1
A structure of composition C8H13N4 in a non-equilibrium geometry. Source: the Open Molecules 2025 dataset; level of theory: the ωB97M-V functional and the def2-TZVPD basis.

Computed properties:
Relative energy (zero: lowest compared OMol25 entry of this formula, charge and spin), eV: 4.4597
Molecular weight, g/mol: 165.220
HOMO-LUMO gap, eV: 9.42
E_HOMO, Ha: -0.49566

```
! wB97M-V def2-TZVPD RIJCOSX def2/J DEFGRID3
* xyz 1 1
C -0.75 0.15 1.14
C -1.63 -0.53 -0.42
C 0.48 0.78 -0.54
C 1.55 -0.76 0.13
C -1.11 0.86 2.42
C -2.41 -0.93 -1.56
C 0.92 2.18 -0.88
C 2.30 -1.90 0.67
N -0.99 0.74 -0.25
N -1.42 -1.10 0.69
N 0.77 0.18 0.78
N 1.34 -0.32 -1.08
H -2.18 0.60 2.84
H -1.03 1.92 2.12
H -0.34 0.73 3.19
H -2.28 -2.00 -1.78
H -2.03 -0.30 -2.31
H -3.44 -0.72 -1.46
H 0.04 2.94 -0.72
H 1.23 2.22 -1.93
H 1.72 2.48 -0.14
H 2.29 -1.80 1.79
H 3.29 -2.18 0.33
H 1.56 -2.86 0.41
H 1.90 -0.21 -1.93
*
```

# 2
A structure of composition C8H13N4O6V in a non-equilibrium geometry. Source: the Open Molecules 2025 dataset; level of theory: the ωB97M-V functional and the def2-TZVPD basis.

Computed properties:
Molecular weight, g/mol: 312.158
HOMO-LUMO gap (alpha / beta), eV: 8.64 / 8.13
E_HOMO (alpha / beta), Ha: -0.46838 / -0.44353

```
! wB97M-V def2-TZVPD RIJCOSX def2/J DEFGRID3
* xyz 1 2
C 1.54 2.82 -2.96
V 0.77 2.51 -0.86
N -0.44 2.36 1.07
N 1.71 4.11 0.08
H -0.03 1.62 1.66
H 0.47 3.05 -2.49
H 1.37 2.17 -3.82
H 2.29 2.30 -2.32
H 1.98 3.75 -3.31
H 2.15 3.83 0.97
H 1.04 4.86 0.32
H 2.45 4.56 -0.47
H -0.51 3.19 1.65
H -1.40 2.06 0.87
O -0.48 0.65 -1.51
C 0.28 0.01 -0.70
O 1.37 0.51 -0.24
C -0.17 -1.33 -0.16
C 0.43 -1.82 1.01
C -0.13 -2.93 1.67
C -1.26 -3.58 1.16
C -1.82 -3.12 -0.05
C -1.28 -2.00 -0.71
N -2.99 -3.77 -0.57
O -3.48 -4.72 0.07
O -3.47 -3.35 -1.65
N 0.42 -3.33 2.93
O 1.41 -2.71 3.37
O -0.11 -4.28 3.55
H 1.32 -1.33 1.40
H -1.69 -4.43 1.68
H -1.73 -1.64 -1.63
*
```

# 3
A structure of composition C8H13NO in a non-equilibrium geometry. Source: the Open Molecules 2025 dataset; level of theory: the ωB97M-V functional and the def2-TZVPD basis.

Computed properties:
Relative energy (zero: lowest compared OMol25 entry of this formula, charge and spin), eV: 2.3823
Molecular weight, g/mol: 139.198
HOMO-LUMO gap, eV: 10.46
E_HOMO, Ha: -0.35133

```
! wB97M-V def2-TZVPD RIJCOSX def2/J DEFGRID3
* xyz 0 1
C -1.45 -0.91 1.32
C -0.48 -0.35 0.28
C -0.48 -1.34 -0.84
N 0.30 -2.38 -1.05
C -0.65 1.15 -0.10
C 0.15 1.47 1.20
C 0.90 0.16 0.82
C 1.62 0.62 -0.46
C 0.44 1.36 -1.16
H -1.77 -0.15 2.05
H -2.36 -1.29 0.82
H -0.99 -1.73 1.87
H -1.64 1.57 -0.29
H 0.74 2.39 1.20
H -0.44 1.40 2.12
H 1.47 -0.42 1.56
H 2.46 1.29 -0.22
H 2.02 -0.21 -1.05
H 0.18 0.92 -2.13
H 0.65 2.43 -1.32
O -1.24 -1.27 -1.89
H 1.10 -2.39 -0.42
H -0.55 -2.32 -2.29
*
```

# 4
A structure of composition C8H13NO in a non-equilibrium geometry. Source: the Open Molecules 2025 dataset; level of theory: the ωB97M-V functional and the def2-TZVPD basis.

Computed properties:
Relative energy (zero: lowest compared OMol25 entry of this formula, charge and spin), eV: 5.3814
Molecular weight, g/mol: 139.198
HOMO-LUMO gap, eV: 7.20
E_HOMO, Ha: -0.30053

```
! wB97M-V def2-TZVPD RIJCOSX def2/J DEFGRID3
* xyz 0 1
C 1.53 0.46 -1.23
C 1.28 -1.44 0.41
C -0.08 2.16 0.62
C 0.65 -0.18 -0.16
C 0.12 0.71 0.89
H 0.28 0.42 1.93
H 1.01 1.26 -1.75
H 2.46 0.85 -0.80
H 1.79 -0.29 -1.98
H 2.26 -1.21 0.86
H 0.67 -1.89 1.19
H 1.44 -2.19 -0.37
H -0.61 2.66 1.43
H -0.62 2.28 -0.32
H 0.91 2.62 0.48
C -0.93 -0.42 -0.80
N -1.27 -1.81 -0.97
C -1.67 0.00 0.73
C -2.63 0.07 1.47
O -1.23 0.38 -1.71
H -0.92 -2.13 -1.87
H -0.99 -2.41 -0.20
H -3.44 0.09 2.17
*
```

# 5
An isolated molecule of C8H13NO5 in a non-equilibrium geometry. Source: the Open Molecules 2025 dataset; level of theory: the ωB97M-V functional and the def2-TZVPD basis.

Computed properties:
Relative energy (zero: lowest compared OMol25 entry of this formula, charge and spin), eV: 0.0000
Molecular weight, g/mol: 203.194
HOMO-LUMO gap (alpha / beta), eV: 8.39 / 7.26
E_HOMO (alpha / beta), Ha: -0.28618 / -0.36182

```
! wB97M-V def2-TZVPD RIJCOSX def2/J DEFGRID3
* xyz 0 3
C -2.84 1.31 -0.41
C -1.81 1.07 0.58
C 0.73 0.02 -0.05
C 0.44 1.20 0.97
C -0.48 -0.80 -0.33
C 1.59 2.19 1.02
C -0.98 -1.05 -1.71
C 2.36 -1.67 -0.25
N -0.85 -1.74 0.65
O -0.55 -1.51 1.82
O -3.87 0.68 -0.50
O -1.47 -2.73 0.29
O -0.73 1.84 0.53
O 1.78 -0.68 0.56
H -2.57 2.10 -1.13
H -1.99 0.45 1.45
H 1.07 0.48 -1.00
H 0.29 0.72 1.94
H 1.47 2.85 1.87
H 1.60 2.80 0.11
H 2.52 1.64 1.11
H -0.44 -1.90 -2.15
H -0.83 -0.18 -2.34
H -2.03 -1.31 -1.69
H 1.67 -2.48 -0.48
H 3.19 -2.07 0.33
H 2.74 -1.24 -1.19
*
```

# 6
A cluster of 2 separate species, C8H13NS2 in total in a non-equilibrium geometry. Source: the Open Molecules 2025 dataset; level of theory: the ωB97M-V functional and the def2-TZVPD basis.

Computed properties:
Relative energy (zero: lowest compared OMol25 entry of this formula, charge and spin), eV: 0.0000
Molecular weight, g/mol: 187.333
SMILES: Cc1cnc(C)s1.C=C(C)S
HOMO-LUMO gap, eV: 9.15
E_HOMO, Ha: -0.31173

```
! wB97M-V def2-TZVPD RIJCOSX def2/J DEFGRID3
* xyz 0 1
C -1.50 2.53 0.83
C -0.60 1.90 -0.15
C 0.76 1.84 -0.27
N 1.30 1.07 -1.26
C 0.43 0.46 -1.90
C 0.59 -0.57 -2.93
S -1.25 0.82 -1.35
H -1.23 3.54 1.05
H -2.53 2.40 0.54
H -1.38 2.05 1.80
H 1.50 2.49 0.15
H 1.45 -0.27 -3.54
H 0.96 -1.41 -2.37
H -0.36 -0.73 -3.41
C 1.88 -0.91 0.85
C 0.70 -1.09 1.33
C -0.31 -1.98 0.75
S 0.11 -0.06 2.73
H 2.16 -1.39 -0.05
H 2.67 -0.18 1.26
H -0.32 -3.00 1.06
H -0.33 -2.02 -0.32
H -1.30 -1.78 1.04
H 1.26 0.40 3.31
*
```

# 7
An isolated molecule of C8H13PSi2 in a non-equilibrium geometry. Source: the Open Molecules 2025 dataset; level of theory: the ωB97M-V functional and the def2-TZVPD basis.

Computed properties:
Relative energy (zero: lowest compared OMol25 entry of this formula, charge and spin), eV: 0.8642
Molecular weight, g/mol: 196.338
SMILES: [SiH3][C@H]1Cc2ccccc2P1[SiH3]
HOMO-LUMO gap, eV: 9.02
E_HOMO, Ha: -0.30305

```
! wB97M-V def2-TZVPD RIJCOSX def2/J DEFGRID3
* xyz 0 1
Si 2.25 2.11 -0.81
C 1.75 0.49 0.15
C 0.41 0.89 1.32
C -0.82 0.39 0.63
C -2.14 0.74 0.89
C -3.20 0.35 0.09
C -2.98 -0.46 -1.00
C -1.68 -0.92 -1.26
C -0.60 -0.41 -0.49
P 1.11 -0.84 -0.89
Si 1.52 -2.71 0.21
H 3.35 2.89 0.07
H 1.16 3.21 -0.95
H 2.81 1.85 -2.10
H 2.66 0.29 0.66
H 0.54 1.89 1.60
H 0.56 0.21 2.07
H -2.23 1.48 1.62
H -4.24 0.52 0.31
H -3.91 -0.85 -1.50
H -1.50 -1.54 -2.26
H 0.33 -3.48 0.79
H 2.46 -3.64 -0.47
H 2.39 -2.49 1.33
*
```

# 8
An isolated molecule of C8H14 in a non-equilibrium geometry. Source: the Open Molecules 2025 dataset; level of theory: the ωB97M-V functional and the def2-TZVPD basis.

Computed properties:
Relative energy (zero: lowest compared OMol25 entry of this formula, charge and spin), eV: 2.0805
Molecular weight, g/mol: 110.200
SMILES: C=C(/C=C/C)CCC
HOMO-LUMO gap, eV: 9.59
E_HOMO, Ha: -0.31238

```
! wB97M-V def2-TZVPD RIJCOSX def2/J DEFGRID3
* xyz 0 1
C -1.09 1.03 1.49
C -0.29 0.18 0.83
C -0.60 -1.23 0.72
C -0.10 -2.23 0.00
C -0.69 -3.59 -0.16
C 0.99 0.58 0.06
C 1.18 2.07 -0.23
C 0.30 2.54 -1.36
H -1.92 0.79 2.13
H -0.86 2.08 1.39
H -1.60 -1.47 1.11
H 0.87 -2.12 -0.49
H 0.13 -4.29 -0.34
H -1.17 -3.77 -1.14
H -1.33 -3.83 0.68
H 1.75 0.07 0.68
H 1.22 -0.05 -0.81
H 0.93 2.55 0.73
H 2.17 2.54 -0.17
H 0.82 3.22 -2.04
H -0.56 3.16 -1.08
H -0.14 1.77 -2.00
*
```

# 9
An isolated molecule of C8H14. Source: the Open Molecules 2025 dataset; level of theory: the ωB97M-V functional and the def2-TZVPD basis.

Computed properties:
Relative energy (zero: lowest compared OMol25 entry of this formula, charge and spin), eV: 1.2394
Molecular weight, g/mol: 110.200
SMILES: C=C/C(=C/C)CCC
HOMO-LUMO gap, eV: 9.97
E_HOMO, Ha: -0.32575

```
! wB97M-V def2-TZVPD RIJCOSX def2/J DEFGRID3
* xyz 0 1
C 0.39 -0.95 2.51
C -0.18 -1.30 1.36
C -0.60 -0.24 0.41
C -1.61 0.57 0.73
C -2.11 1.73 -0.08
C 0.03 -0.30 -0.96
C 1.36 0.42 -1.15
C 2.31 -0.29 -2.12
H 0.46 0.10 2.78
H 0.71 -1.68 3.25
H -0.34 -2.32 1.04
H -2.12 0.35 1.66
H -2.26 2.58 0.58
H -3.00 1.48 -0.64
H -1.35 2.07 -0.79
H 0.21 -1.36 -1.15
H -0.71 -0.08 -1.73
H 1.19 1.44 -1.50
H 1.88 0.47 -0.18
H 1.88 -0.38 -3.12
H 3.24 0.26 -2.24
H 2.52 -1.31 -1.78
*
```

# 10
An isolated molecule of C8H14BN in a non-equilibrium geometry. Source: the Open Molecules 2025 dataset; level of theory: the ωB97M-V functional and the def2-TZVPD basis.

Computed properties:
Relative energy (zero: lowest compared OMol25 entry of this formula, charge and spin), eV: 2.4764
Molecular weight, g/mol: 135.019
HOMO-LUMO gap, eV: 8.76
E_HOMO, Ha: -0.29617

```
! wB97M-V def2-TZVPD RIJCOSX def2/J DEFGRID3
* xyz 0 1
B 0.17 -0.66 -0.10
C -0.92 0.25 0.63
C -0.63 1.56 0.95
C 0.75 1.78 0.60
C 1.37 2.98 0.77
C 1.60 -0.14 0.10
C -1.55 2.39 1.70
C 1.03 -2.51 -1.48
C -1.31 -2.37 -1.33
N -0.05 -1.76 -0.96
H -1.94 -0.20 0.84
H 2.42 3.15 0.62
H 0.80 3.87 0.95
H 2.27 -0.28 0.98
H 2.20 0.11 -0.80
H -1.34 2.57 2.82
H -2.52 1.93 1.85
H -1.60 3.29 1.16
H 0.94 -2.72 -2.58
H 2.12 -2.14 -1.39
H 1.17 -3.48 -1.05
H -1.32 -2.53 -2.36
H -1.59 -3.35 -0.87
H -2.09 -1.72 -1.05
*
```

# 11
A structure of composition C8H14BiOP in a non-equilibrium geometry. Source: the Open Molecules 2025 dataset; level of theory: the ωB97M-V functional and the def2-TZVPD basis.

Computed properties:
Relative energy (zero: lowest compared OMol25 entry of this formula, charge and spin), eV: 0.9159
Molecular weight, g/mol: 366.153
HOMO-LUMO gap (alpha / beta), eV: 3.11 / 3.13
E_HOMO (alpha / beta), Ha: -0.15836 / -0.15852

```
! wB97M-V def2-TZVPD RIJCOSX def2/J DEFGRID3
* xyz 0 1
C -0.47 0.49 -2.19
C -1.24 1.53 -1.79
C -0.50 2.75 -1.64
C 0.87 2.52 -1.98
C 1.11 1.23 -2.32
Bi 1.68 -1.39 1.02
P -0.01 -3.36 0.92
H -0.60 -0.55 -2.40
H -2.31 1.42 -1.60
H -0.92 3.70 -1.31
H 1.96 0.64 -2.62
H 1.66 3.27 -1.94
H 0.50 -4.52 0.24
H -1.21 -3.04 0.16
H -0.53 -3.94 2.15
C -1.06 0.65 3.97
C 0.06 -0.11 3.38
C 1.05 -0.79 4.25
O 0.13 -0.15 2.12
H -0.95 0.68 5.06
H -2.02 0.18 3.74
H -1.07 1.68 3.59
H 1.16 -1.86 4.03
H 2.04 -0.30 4.21
H 0.70 -0.71 5.29
*
```

# 12
A cluster of 3 separate species, C8H14Br4N3O2 in total in a non-equilibrium geometry. Source: the Open Molecules 2025 dataset; level of theory: the ωB97M-V functional and the def2-TZVPD basis.

Computed properties:
Relative energy (zero: lowest compared OMol25 entry of this formula, charge and spin), eV: 2.8199
Molecular weight, g/mol: 503.835
HOMO-LUMO gap, eV: 7.36
E_HOMO, Ha: -0.42245

```
! wB97M-V def2-TZVPD RIJCOSX def2/J DEFGRID3
* xyz 1 1
O -6.17 0.51 -4.57
N -5.15 0.74 -5.15
O -4.64 1.97 -4.84
C -4.21 2.04 -3.45
C -3.37 0.75 -2.97
C -3.19 0.53 -1.45
N -2.37 -0.69 -1.41
C -2.10 -1.15 -2.76
N -2.68 -0.27 -3.74
H -3.55 2.99 -3.30
H -5.10 2.17 -2.73
H -3.55 1.11 -0.55
H -1.99 -1.21 -0.60
H -1.51 -2.05 -3.13
H -2.69 -0.29 -4.77
Br 2.88 -0.13 1.60
C 2.38 -1.53 0.34
C 1.00 -1.29 -0.22
Br -0.38 -1.77 1.08
H 2.48 -2.48 0.87
H 3.13 -1.48 -0.45
H 0.82 -1.93 -1.08
H 0.82 -0.25 -0.50
Br 6.72 -0.83 5.36
C 5.23 0.19 6.11
C 4.30 0.68 5.03
Br 5.06 2.21 4.09
H 5.67 0.99 6.71
H 4.72 -0.51 6.77
H 3.37 1.04 5.46
H 4.08 -0.08 4.27
*
```